Entry from the OMol25 dataset: a structure of composition C34H57GdN3O2Si (wB97M-V/def2-TZVPD).

```
98
Properties=species:S:1:pos:R:3:forces:R:3:mulliken_spin:R:1
O 1.52799 -3.11841 -3.94041 0.3083 -0.8641 1.5117 0.000
O 0.81537 -2.10079 -5.87843 -0.3162 0.9096 -1.2036 0.000
C 2.54197 -2.37454 -3.19005 -0.0686 0.2452 -0.0637 -0.002
C 3.10588 -3.19886 -2.06445 0.1400 -0.1116 0.4231 0.000
H 2.08663 -1.44700 -2.80783 0.0526 -0.2199 -0.1729 0.003
H 3.31604 -2.11528 -3.92149 -0.2598 -0.0867 0.0806 0.000
H 2.42667 -3.22755 -1.20629 0.1021 -0.0585 -0.1698 0.000
H 4.03503 -2.73948 -1.71273 -0.1004 -0.0262 -0.1149 0.000
H 3.33304 -4.22500 -2.37456 0.0162 0.2118 -0.0419 0.000
C 0.47382 -3.76639 -3.13496 0.4278 0.2090 0.2458 0.000
C -0.41222 -4.54537 -4.05823 -0.1791 -0.3589 -0.2700 0.000
H -0.06633 -2.98804 -2.57478 0.1879 -0.1553 -0.1211 0.000
H 0.99312 -4.41786 -2.42319 -0.2496 0.1805 -0.1870 0.000
H -0.89760 -3.90928 -4.80661 0.1369 -0.2024 0.1709 0.000
H -1.19696 -5.02252 -3.46354 0.0877 0.0565 -0.0838 0.000
H 0.15343 -5.34035 -4.56598 -0.1790 0.2702 0.1143 0.000
C 0.06049 -0.86158 -5.64791 0.2297 0.3352 -0.2677 0.000
C 1.95536 -1.97064 -6.79580 0.1137 0.0237 0.0212 0.000
C -1.20194 -1.15667 -4.88735 -0.3121 -0.0542 0.2602 -0.002
H -0.16145 -0.45650 -6.64378 0.0651 -0.1395 0.2539 0.000
H 0.69784 -0.13803 -5.10977 -0.1214 -0.2799 -0.1868 -0.003
H -1.76460 -1.98226 -5.34005 0.1240 0.2422 0.0566 0.000
H -1.84150 -0.26513 -4.90115 0.1891 -0.1517 -0.0036 0.001
H -1.00700 -1.38414 -3.83122 -0.0287 0.0018 -0.2386 0.000
C 1.88883 -3.04014 -7.85199 -0.1424 -0.0882 -0.1442 0.000
H 2.87047 -2.06582 -6.19786 -0.1925 0.1123 -0.0687 0.000
H 1.92398 -0.96901 -7.23680 -0.0273 -0.1703 0.1849 0.000
H 1.90487 -4.04389 -7.42035 -0.0093 0.1225 0.0038 0.000
H 2.75863 -2.93762 -8.50165 -0.0111 -0.0324 -0.0176 0.000
H 0.99000 -2.93134 -8.46553 0.1118 -0.0303 0.0948 0.000
H 1.14980 -2.63291 -4.90491 -0.0846 0.2661 0.0645 0.000
N -0.82477 -0.15068 1.20227 -0.1432 -0.2315 -0.3345 -0.079
C -1.66581 0.20655 2.19259 0.2140 -0.4069 -0.5429 0.018
C -2.54343 1.29782 2.11181 0.1299 0.0221 0.0605 -0.005
C -2.73703 2.13273 0.99663 0.7389 0.3049 -0.6988 0.005
C -1.72825 -0.62700 3.44870 -0.2018 -0.0021 0.3060 -0.001
H -0.74549 -1.02498 3.73346 -0.2378 0.0806 -0.1922 0.000
H -2.42649 -1.46984 3.33463 0.2450 0.2023 0.0485 0.000
H -2.09813 0.00353 4.26727 0.0899 -0.2600 -0.1715 0.000
C -3.99808 2.94055 0.88981 -0.3587 0.0258 0.3527 -0.002
H -4.63695 2.58744 0.06556 0.2524 0.0978 0.1827 0.000
H -3.78137 4.00549 0.72341 -0.0290 -0.3288 -0.0477 0.000
H -4.55919 2.83879 1.82505 -0.0038 0.1006 -0.2735 0.000
N -1.81200 2.25861 0.04138 -0.8469 -0.2107 0.1342 -0.106
C -0.33574 -1.48290 1.06906 -0.1316 0.3434 0.6896 -0.015
C 1.04995 -1.71997 1.19995 -0.4861 -0.1358 -0.1619 -0.022
C 2.01756 -0.56870 1.30326 0.3924 0.0868 0.3048 0.016
C 1.50647 -3.03846 1.21553 -0.1660 -0.0135 -0.1655 0.001
H 2.56854 -3.22058 1.39157 -0.2756 -0.0589 -0.0746 0.000
C 0.61676 -4.09767 1.02011 0.0939 -0.0484 0.0351 -0.001
H 0.97764 -5.12723 1.04030 -0.0756 0.2907 0.0328 0.000
C -0.73602 -3.84251 0.79602 0.2139 0.0255 -0.1485 0.003
H -1.43588 -4.66089 0.61524 0.2463 0.1428 0.0703 0.000
C -1.22883 -2.53946 0.80324 0.3691 0.1052 0.1990 -0.009
C -2.68275 -2.27873 0.55606 -0.5310 -0.1806 -0.1849 0.003
C -2.06780 2.87671 -1.22009 -0.4335 0.3892 -0.3779 0.002
C -1.58817 4.18589 -1.45167 -0.0838 -0.7605 0.0312 -0.007
C -1.04371 4.99380 -0.31218 0.1208 0.4702 0.1921 0.006
C -1.59019 4.67661 -2.75585 -0.1158 -0.0936 -0.2069 0.008
H -1.20157 5.68240 -2.93555 -0.1298 -0.3251 -0.0324 0.000
C -2.08351 3.90340 -3.80847 -0.0733 0.0270 0.0265 -0.004
H -2.07366 4.29817 -4.82553 0.0019 -0.0884 0.2842 0.000
C -2.62394 2.63818 -3.56178 -0.0144 0.2208 0.1962 0.005
H -3.05228 2.04633 -4.37449 0.1314 0.2166 0.1691 0.000
C -2.63723 2.11448 -2.26914 0.4690 0.3868 0.3441 -0.023
C -3.11074 0.71446 -2.00981 -0.2877 -0.3475 -0.1527 0.012
Gd 0.33400 1.49429 -0.00525 -1.0377 -0.0377 2.7352 7.305
H 2.36804 -0.22714 0.30134 -0.1123 -0.1382 0.3799 -0.001
H 2.92401 -0.89533 1.82852 -0.1413 0.1898 -0.1688 -0.001
H 1.62766 0.29326 1.88229 0.1779 -0.4070 -0.1777 -0.008
H -2.85787 -1.39063 -0.06553 0.1581 -0.1416 0.2768 -0.001
H -3.25346 -2.15545 1.48837 0.1498 0.0506 -0.2536 0.000
H -3.12092 -3.13835 0.03174 0.0504 0.1722 0.1459 0.000
H -0.91890 6.03594 -0.63545 0.0111 -0.2351 0.1531 0.000
H -0.06211 4.64493 0.05178 -0.3781 0.0726 -0.0980 -0.009
H -1.72230 4.98615 0.55288 0.2352 -0.0245 -0.2199 0.001
H -3.69808 0.63329 -1.08497 0.2012 -0.0050 -0.2255 0.001
H -2.26974 0.00101 -1.93591 -0.1544 0.2777 0.1015 -0.003
H -3.74332 0.37232 -2.84103 0.1146 0.0758 0.2123 0.000
H -3.21502 1.44764 2.95445 0.1949 -0.0579 -0.1779 -0.001
C 0.68147 1.51278 -2.14712 0.3402 -0.4199 -2.9266 -0.179
Si 2.16441 2.50895 -2.67187 -0.2294 0.5131 -0.6134 0.006
H -0.20062 1.98313 -2.64614 0.5508 -0.2784 0.3728 0.090
H 0.74498 0.48584 -2.56848 0.0280 0.1807 0.1057 0.038
C 3.74752 1.50464 -2.67868 0.1724 -0.1300 0.0920 -0.003
C 2.42130 4.02143 -1.58796 0.0895 0.0143 0.0304 0.008
C 1.83315 3.12530 -4.42360 0.0989 0.1327 -0.0936 -0.014
H 2.51034 3.95257 -4.68279 -0.1281 -0.2137 -0.0264 -0.002
H 0.80094 3.49330 -4.51984 0.2490 -0.0917 0.0515 0.004
H 1.97929 2.32369 -5.16199 -0.0351 0.1450 0.0825 0.000
H 4.21228 1.50061 -1.68386 -0.0042 -0.0637 -0.1801 0.001
H 4.46509 1.94949 -3.38413 -0.1331 -0.1313 0.2250 0.000
H 3.57449 0.46330 -2.98188 0.0748 0.1536 0.0054 0.000
H 2.67934 3.78741 -0.54547 -0.0604 0.1111 -0.2133 -0.002
H 1.54180 4.68087 -1.58151 0.1865 -0.1506 -0.0127 -0.001
H 3.25805 4.59722 -2.01320 -0.1881 -0.1023 0.1356 0.001
N 1.75430 3.76500 2.36759 -0.8532 -1.2927 -1.4664 0.004
C 1.29232 3.06277 1.54372 1.2781 1.6288 1.7244 -0.038
```
Positions in Å, forces in eV/Å.

The HOMO energy (spin up / spin down) comes out at -10.11 / -10.16 eV. Its gap between HOMO and LUMO (spin up / spin down) is 0.29301 / 0.29951 hartree. Its spin multiplicity is 8. Its total charge is +1. The total energy comes out at -73454.2367 eV.